Density functional theory data (ωB97M-V/def2-TZVPD) for C35H35CaN7O4 as an isolated structure at a distorted geometry.

As for the spin multiplicity: 1. The energy above the lowest of the compared OMol25 structures with the same formula, charge and spin comes out at 1.5414 eV. The gap between HOMO and LUMO is 7.37 eV. The net charge is 0.

Element x y z (Å)
Ca (-0.529, -0.790, -0.302)
O (-4.981, -5.800, -0.523)
O (-2.248, -0.805, -1.299)
O (-4.765, -4.370, -2.217)
O (-3.450, -2.204, -2.541)
N (1.580, -1.016, -2.576)
N (0.366, -1.547, -2.329)
N (-1.119, 0.180, 1.616)
N (-1.839, -2.792, 0.642)
N (1.506, -0.096, 0.201)
N (-0.205, 0.570, 2.517)
N (-3.068, -4.571, 0.960)
C (-1.580, -3.942, 2.855)
C (-1.879, -0.261, 3.680)
C (1.313, 2.354, 3.012)
C (-4.472, -4.824, -1.031)
C (0.496, -0.906, -4.483)
C (3.811, -1.804, -2.189)
C (3.201, 2.861, 1.681)
C (4.880, -1.626, -0.083)
C (-1.031, 3.538, 0.052)
C (-2.259, 3.054, 0.489)
C (2.871, 1.828, 0.835)
C (1.772, 0.963, 1.054)
C (0.972, 1.298, 2.168)
C (-2.788, -1.920, -1.520)
C (-1.403, 2.466, -2.090)
C (-0.213, 4.456, 0.920)
C (-2.659, -2.964, -0.450)
C (2.760, 4.274, 3.742)
C (2.615, -0.734, -0.343)
C (-4.386, 1.741, 0.138)
C (-2.640, 2.021, -1.637)
C (2.433, 3.136, 2.812)
C (-3.426, -4.090, -0.270)
C (1.688, -0.618, -3.860)
C (-3.066, 2.284, -0.341)
C (-0.297, -1.479, -3.482)
C (-0.968, 2.202, -3.506)
C (-2.139, -0.320, 2.306)
C (-0.627, 0.310, 3.773)
C (-2.118, -3.766, 1.481)
C (-0.603, 3.214, -1.231)
C (6.150, -2.722, -1.973)
C (2.675, -1.175, -1.675)
C (3.764, -1.005, 0.430)
C (4.934, -2.029, -1.418)
H (-0.617, -3.447, 2.955)
H (0.230, -0.725, -5.509)
H (-4.472, 0.687, -0.135)
H (-4.237, -3.523, -2.423)
H (4.061, 3.482, 1.457)
H (-5.219, 2.269, -0.331)
H (7.060, -2.309, -1.538)
H (-0.024, 0.537, 4.633)
H (-2.506, -0.588, 4.491)
H (-2.591, 3.288, 1.496)
H (0.662, 2.581, 3.849)
H (3.827, 4.496, 3.729)
H (-3.012, -0.681, 1.791)
H (2.584, -0.147, -4.226)
H (-3.283, 1.459, -2.303)
H (-1.343, 1.241, -3.852)
H (-1.478, -4.998, 3.102)
H (-2.265, -3.492, 3.577)
H (3.755, -0.703, 1.470)
H (2.467, 4.040, 4.765)
H (6.125, -3.790, -1.743)
H (2.228, 5.181, 3.441)
H (0.119, 2.208, -3.588)
H (-4.483, 1.836, 1.219)
H (-3.494, -5.402, 1.343)
H (6.209, -2.613, -3.056)
H (5.732, -1.811, 0.563)
H (0.855, 4.276, 0.791)
H (-1.360, 2.973, -4.174)
H (-0.413, 5.496, 0.650)
H (-1.310, -1.838, -3.566)
H (-0.464, 4.331, 1.973)
H (3.796, -2.118, -3.226)
H (0.357, 3.584, -1.579)
H (3.483, 1.649, -0.039)

Density functional theory data (ωB97M-V/def2-TZVPD) for C15H8Br2NO2S5Sc as an isolated structure.

As for the spin multiplicity: 1. The energy above the lowest of the compared OMol25 structures with the same formula, charge and spin comes out at 0.0000 eV. The gap between HOMO and LUMO is 6.91 eV. The net charge is 0.

Element x y z (Å)
Br (-0.641, -5.815, -4.374)
Br (4.659, 5.699, 1.088)
Sc (-0.213, 0.830, 0.962)
S (-2.646, -1.649, 2.835)
S (-0.010, -0.275, 3.094)
S (-5.508, -1.953, 2.122)
S (-4.077, 0.628, 1.827)
S (-1.754, 2.501, 1.867)
O (-1.363, -0.340, -0.340)
O (0.813, -0.291, -0.549)
N (1.451, 2.357, 0.963)
C (2.046, 2.776, -0.158)
C (1.805, 2.922, 2.124)
C (-1.616, -2.629, -1.935)
C (0.776, -2.563, -2.261)
C (-4.158, -1.044, 2.255)
C (-2.403, 0.924, 2.262)
C (-1.698, -3.758, -2.731)
C (2.756, 3.919, 2.208)
C (-1.725, -0.157, 2.744)
C (3.003, 3.772, -0.174)
C (-0.536, -4.273, -3.286)
C (0.702, -3.690, -3.061)
C (-0.307, -0.838, -0.837)
C (3.359, 4.346, 1.035)
C (-0.382, -2.032, -1.701)
H (-2.650, -4.235, -2.918)
H (3.456, 4.084, -1.103)
H (3.016, 4.351, 3.163)
H (1.727, -2.089, -2.060)
H (1.592, -4.115, -3.503)
H (1.285, 2.562, 3.003)
H (1.748, 2.282, -1.076)
H (-2.503, -2.207, -1.483)

Density functional theory data (ωB97M-V/def2-TZVPD) for one molecule with the formula C6H6O at a distorted geometry.

As for the spin multiplicity: 1. The energy above the lowest of the compared OMol25 structures with the same formula, charge and spin comes out at 6.2798 eV. The gap between HOMO and LUMO is 9.06 eV. The net charge is 0.

Element x y z (Å)
O (-1.773, 1.295, 0.336)
C (1.061, 0.600, -0.225)
C (-0.301, -1.051, -0.005)
C (-1.442, 0.147, -0.283)
C (-1.677, -1.179, 0.196)
C (1.079, -0.821, 0.546)
C (-0.203, 0.109, -1.004)
H (1.751, -1.576, 0.043)
H (2.042, 0.712, -0.684)
H (0.897, -0.568, 1.618)
H (-2.302, 1.025, 1.003)
H (0.067, -0.044, -2.073)
H (0.800, 1.349, 0.532)

Density functional theory data (ωB97M-V/def2-TZVPD) for one molecule with the formula C2H3I2NO at a distorted geometry.

As for the spin multiplicity: 1. The energy above the lowest of the compared OMol25 structures with the same formula, charge and spin comes out at 1.8007 eV. The gap between HOMO and LUMO is 7.90 eV. The net charge is 0.

Element x y z (Å)
I (-1.304, 2.091, 0.168)
I (-2.974, -0.915, 0.202)
O (-0.034, -1.757, 0.696)
N (-1.267, 0.095, -0.271)
C (1.251, 0.133, -0.136)
C (0.035, -0.710, 0.161)
H (1.321, 1.045, 0.514)
H (0.847, 0.424, -1.183)
H (2.127, -0.406, -0.151)